Entry 1:
This record from OMol25 describes a 2-piece molecular cluster, C2H5O overall. The level of theory is the ωB97M-V functional and the def2-TZVPD basis.

Computed properties:
* ΔE to the lowest compared entry with this formula, charge and spin: 27.1 kcal/mol
* gap between HOMO and LUMO: 6.45 eV
* charge: -1
* largest force on an atom: 0.06435 Eh/bohr
* 2S+1: 1
* energy: -154.369933 Eh

Last column: natural (NBO) charge in e.
Positions of all 8 atoms, in Å:
O -0.3543 -2.1571 0.7710  -1.38
H -0.2266 -3.1469 0.7226  0.39
C 0.1749 0.6626 -0.7386  -0.34
C 0.1786 1.8681 -0.1343  -0.46
H 0.6566 0.5215 -1.7421  0.18
H -0.3107 -0.0511 -0.1740  0.27
H 0.6143 2.7896 -0.6629  0.15
H -0.0205 1.9601 0.9262  0.19



Entry 2:
This record from OMol25 describes C15H35N5O8Sr as an isolated structure. The level of theory is the ωB97M-V functional and the def2-TZVPD basis.

Computed properties:
* ΔE to the lowest compared entry with this formula, charge and spin: 71.4 kcal/mol
* gap between HOMO and LUMO: 5.10 eV
* largest force on an atom: 0.10310 Eh/bohr
* 2S+1: 1
* energy: -1498.813673 Eh

Last column: natural (NBO) charge in e.
Positions of all 64 atoms, in Å:
Sr -0.9471 -0.5028 0.3710  1.84
O -2.8401 -1.4764 1.9080  -1.05
C -2.4888 -1.1358 3.2590  -0.08
C -1.3744 -0.0634 3.6399  -0.08
O -0.2375 0.1155 2.7754  -1.07
H -2.0981 -2.0106 3.7789  0.08
H -3.3634 -0.9123 3.8698  0.11
H -1.1701 -0.2164 4.6996  0.11
H -1.8377 0.9162 3.7579  0.08
C -1.2043 -4.6023 2.3587  -0.50
N -0.8488 -4.3257 0.9325  0.54
O -1.2128 -5.1214 0.0773  -0.38
O -0.3886 -3.2094 0.6701  -0.41
H -2.1219 -4.0611 2.5894  0.29
H -0.3876 -4.2731 3.0012  0.23
H -1.4842 -5.6375 2.5540  0.22
C 2.5079 -1.1371 -0.8554  0.54
O 1.2580 -1.2603 -0.5289  -0.71
N 3.4715 -1.0125 0.0690  -0.41
C 3.0772 -0.9189 1.4518  -0.43
C 4.8845 -1.0743 -0.0879  -0.44
H 2.9607 -1.0159 -1.8515  0.13
H 3.2161 0.0856 1.8516  0.21
H 3.6766 -1.6372 2.0112  0.19
H 2.0718 -1.3040 1.6221  0.28
H 5.3720 -0.1313 -0.3355  0.20
H 5.4160 -1.4554 0.7841  0.23
H 5.2130 -1.9447 -0.6559  0.22
C -3.3609 1.6562 0.9143  0.56
O -2.9204 0.8385 0.0873  -0.71
N -3.0867 2.9597 0.9662  -0.42
C -3.6838 3.7739 2.0020  -0.40
C -2.2980 3.7470 0.1493  -0.41
H -4.0382 1.2599 1.6865  0.16
H -2.8441 4.2338 2.5231  0.20
H -4.3086 3.2388 2.7172  0.22
H -4.3503 4.5124 1.5565  0.19
H -2.8643 4.5907 -0.2450  0.19
H -1.5062 4.2269 0.7245  0.19
H -1.8777 3.2951 -0.7492  0.24
C 1.1917 2.0098 -1.1561  0.54
O 0.2635 1.5117 -0.4658  -0.70
N 2.2794 2.6459 -0.7202  -0.41
C 3.2333 3.1910 -1.6626  -0.41
C 2.5833 2.7680 0.7166  -0.45
H 1.2061 1.9429 -2.2550  0.12
H 3.4888 4.2224 -1.4199  0.21
H 2.9796 3.2060 -2.7225  0.22
H 4.1714 2.6628 -1.4924  0.19
H 3.6470 2.8181 0.9492  0.21
H 1.9304 3.5158 1.1668  0.23
H 2.2425 1.8789 1.2471  0.25
C -1.9634 -1.8225 -2.8220  0.58
O -1.8652 -1.2292 -1.7938  -0.66
N -1.0899 -1.8298 -3.8585  -0.43
C -1.2519 -2.5420 -5.1175  -0.41
C 0.1389 -0.9596 -3.8778  -0.45
H -2.7665 -2.5353 -3.0653  0.11
H -1.4768 -3.5777 -4.8627  0.22
H -0.4020 -2.3779 -5.7799  0.22
H -2.1222 -2.1522 -5.6455  0.20
H 0.2604 -0.3022 -4.7387  0.20
H 0.3483 -0.4344 -2.9459  0.24
H 0.9926 -1.6205 -3.7277  0.20



Entry 3:
This record from OMol25 describes a 2-piece molecular cluster, C6H12 overall. The level of theory is the ωB97M-V functional and the def2-TZVPD basis.

Computed properties:
* ΔE to the lowest compared entry with this formula, charge and spin: 159.6 kcal/mol
* gap between HOMO and LUMO: 5.34 eV
* largest force on an atom: 0.08429 Eh/bohr
* 2S+1: 1
* energy: -235.563946 Eh

Last column: natural (NBO) charge in e.
Positions of all 18 atoms, in Å:
C -1.9312 0.6058 -0.4456  -0.64
C -1.3603 -0.6711 0.1780  -0.43
C 0.0603 -0.4068 0.5328  -0.11
C 0.9361 -0.2830 -0.5595  -0.05
C 2.3313 0.2542 -0.4093  -0.68
C 0.4167 -0.1848 1.8635  -0.35
H -0.9535 1.0905 -0.8440  0.25
H -2.3126 1.3226 0.3064  0.20
H -0.8893 0.2554 -2.1775  -0.15
H -2.6397 0.4204 -1.1699  0.21
H -1.3996 -1.4164 -0.5831  0.22
H 0.6858 -0.8866 -1.4677  0.24
H 3.0035 -0.5189 -0.0158  0.23
H 2.6646 0.5807 -1.3803  0.24
H 2.3208 1.0542 0.3002  0.21
H 1.4218 0.0336 2.1384  0.19
H -1.9865 -0.9919 1.0466  0.21
H -0.3681 -0.2579 2.6866  0.21



Entry 4:
This record from OMol25 describes a 3-piece molecular cluster, C5H11NO2 overall. The level of theory is the ωB97M-V functional and the def2-TZVPD basis.

Computed properties:
* ΔE to the lowest compared entry with this formula, charge and spin: 17.5 kcal/mol
* gap between HOMO and LUMO (spin up / spin down): 2.52 / 8.67 eV
* charge: -1
* largest force on an atom: 0.04857 Eh/bohr
* 2S+1: 2
* energy: -402.297706 Eh
* <S²>: 0.7503

Last column: Mulliken spin population.
Positions of all 19 atoms, in Å:
C -0.4019 1.2865 0.1437  0.33
C -0.0228 1.4832 -1.1779  0.06
N 0.9132 0.5499 -1.4850  0.61
C 1.1483 -0.2879 -0.4297  -1.08
C 0.2736 0.0378 0.5677  0.89
C 2.1444 -1.3888 -0.5088  1.99
H -1.1258 1.8489 0.7148  -0.26
H -0.4530 2.2542 -1.7983  -0.13
H 1.4958 0.4372 -2.3002  -0.14
H 0.1686 -0.3706 1.5589  -0.16
H 2.0743 -1.9530 -1.4483  -0.57
H 3.1672 -1.0305 -0.3926  -0.17
H 1.9507 -2.0996 0.3429  -0.53
H -0.9586 0.2538 4.1305  -0.13
H -1.9749 0.5124 3.0258  -0.06
O -1.3421 0.9594 3.5975  0.26
H -1.4408 -1.0785 -1.1915  0.09
H -1.4129 -2.5423 -1.0729  -0.16
O -1.9948 -1.8495 -1.4112  0.18



Entry 5:
This record from OMol25 describes a 2-piece molecular cluster, C3H3N3O overall. The level of theory is the ωB97M-V functional and the def2-TZVPD basis.

Computed properties:
* ΔE to the lowest compared entry with this formula, charge and spin: 18.7 kcal/mol
* gap between HOMO and LUMO: 10.17 eV
* largest force on an atom: 0.03802 Eh/bohr
* 2S+1: 1
* energy: -355.610075 Eh
* structure (SMILES): N=C=CC=O.N#N

Last column: natural (NBO) charge in e.
Positions of all 10 atoms, in Å:
N -0.1580 -0.0371 -2.1614  -0.60
C 0.4041 0.0654 -1.0934  0.53
N -1.6524 -1.7093 0.0472  -0.03
N -1.5361 -1.6270 1.1394  0.03
O -0.8369 1.3090 1.1763  -0.54
C 0.3516 1.0711 1.1221  0.41
C 1.0214 0.3182 0.0504  -0.58
H -0.7400 -0.8521 -2.3469  0.41
H 1.0467 1.4379 1.9067  0.12
H 2.0448 -0.0135 0.1689  0.26



Entry 6:
This record from OMol25 describes an isolated ion of composition C2H9N4O and charge +1. The level of theory is the ωB97M-V functional and the def2-TZVPD basis.

Computed properties:
* ΔE to the lowest compared entry with this formula, charge and spin: 125.1 kcal/mol
* gap between HOMO and LUMO: 11.35 eV
* charge: +1
* largest force on an atom: 0.11239 Eh/bohr
* 2S+1: 1
* energy: -375.498101 Eh
* structure (SMILES): C/[N+](O)=C(/N)NN

Last column: natural (NBO) charge in e.
Positions of all 16 atoms, in Å:
C 0.2610 0.3296 -0.2561  0.64
C -1.9145 -0.1109 0.5442  -0.42
N 1.2631 1.0179 -0.7367  -0.77
N 0.7710 -1.0167 0.4836  -0.47
N -0.9877 0.5421 -0.3722  -0.08
N 2.1934 -1.1677 0.4004  -0.67
O -1.4659 1.6555 -1.0780  -0.49
H -1.2263 -0.5054 1.2050  0.25
H -2.4987 0.6696 1.0162  0.22
H -2.5489 -0.7323 0.0027  0.23
H 1.1342 2.1003 -1.0249  0.46
H 0.2637 -1.8479 0.0910  0.38
H 2.5856 -1.6270 -0.3850  0.37
H 2.2450 -1.8608 1.2395  0.40
H 2.2227 0.6748 -0.5237  0.46
H -2.2977 1.8789 -0.6061  0.49



Entry 7:
This record from OMol25 describes a 2-piece molecular cluster, C3H5NOS overall. The level of theory is the ωB97M-V functional and the def2-TZVPD basis.

Computed properties:
* ΔE to the lowest compared entry with this formula, charge and spin: 30.1 kcal/mol
* gap between HOMO and LUMO: 10.16 eV
* largest force on an atom: 0.04878 Eh/bohr
* 2S+1: 1
* energy: -645.463760 Eh
* structure (SMILES): O=C=S.C=NC

Last column: natural (NBO) charge in e.
Positions of all 11 atoms, in Å:
C -2.8082 2.2013 0.0535  0.43
C 0.1558 -0.7376 0.8928  -0.07
C 1.8477 -1.0211 -0.6836  -0.45
N 0.5739 -1.3239 -0.1348  -0.39
O -1.8231 2.6726 0.4315  -0.46
S -4.1038 1.5994 -0.5500  0.02
H -0.9078 -0.9319 1.1461  0.17
H 0.5865 0.1399 1.4463  0.14
H 2.3795 -1.7919 -1.2562  0.21
H 1.6184 -0.1990 -1.4563  0.21
H 2.4812 -0.6078 0.1106  0.18



Entry 8:
This record from OMol25 describes C6H14NO3 as an isolated structure. The level of theory is the ωB97M-V functional and the def2-TZVPD basis.

Computed properties:
* ΔE to the lowest compared entry with this formula, charge and spin: 14.1 kcal/mol
* gap between HOMO and LUMO: 8.12 eV
* charge: -1
* largest force on an atom: 0.04002 Eh/bohr
* 2S+1: 1
* energy: -517.460058 Eh

Last column: natural (NBO) charge in e.
Positions of all 24 atoms, in Å:
C 1.7094 -2.0943 0.8537  -0.01
O 0.9319 -2.7674 -0.0238  -0.85
C 1.0257 -0.8878 1.5678  -0.43
C 1.4556 0.5185 1.0109  -0.44
C 0.3399 1.1704 0.2496  -0.18
C 0.0671 2.4669 0.3551  -0.10
N -1.0207 3.1986 -0.1663  -0.43
C -2.1075 2.5957 -0.2967  -0.04
H 2.6971 -1.6815 0.4994  0.08
H 2.1506 -2.7977 1.6134  0.11
H 1.3458 -0.9432 2.6085  0.19
H -0.0517 -0.9930 1.4484  0.21
H 1.9271 1.1810 1.7339  0.19
H 2.1861 0.1919 0.2590  0.21
H -0.1767 0.4487 -0.3741  0.24
H 0.6566 3.0624 1.0457  0.17
H -2.3198 1.5340 -0.1732  0.17
H -2.9038 3.1295 -0.8150  0.15
H -1.4662 -2.4720 -1.0930  0.45
H 0.1270 -2.1306 -0.7154  0.50
O -0.8414 -1.7668 -1.2908  -1.11
H -1.7183 0.0446 -3.4440  0.45
H -1.7045 -0.7614 -2.1171  0.51
O -2.3094 -0.2466 -2.7362  -1.02



Entry 9:
This record from OMol25 describes C21H30Cl3N2OSSi3Zr as an isolated structure. The level of theory is the ωB97M-V functional and the def2-TZVPD basis.

Computed properties:
* ΔE to the lowest compared entry with this formula, charge and spin: 3.6 kcal/mol
* gap between HOMO and LUMO: 7.91 eV
* charge: +1
* largest force on an atom: 0.00716 Eh/bohr
* 2S+1: 1
* energy: -3697.296943 Eh

Last column: natural (NBO) charge in e.
Positions of all 62 atoms, in Å:
Zr 0.7358 0.1405 -1.1583  2.28
Cl 0.1635 -6.4922 -4.3175  0.06
C 0.0354 -4.8561 -3.7868  -0.03
C 0.8158 -4.4262 -2.7229  -0.23
C 0.6744 -3.1108 -2.3447  -0.08
Cl 1.6064 -2.4323 -1.0149  0.12
C -0.1853 -2.2032 -2.9527  0.31
O -0.2409 -0.9516 -2.5007  -0.85
C -0.9547 -2.6779 -4.0136  -0.08
Cl -2.0466 -1.5981 -4.7851  0.07
C -0.8427 -3.9946 -4.4280  -0.21
H 1.4990 -5.0975 -2.2237  0.26
H -1.4434 -4.3490 -5.2535  0.26
C -1.3382 2.4092 -1.7676  -1.14
Si -2.0160 1.5352 -0.2342  1.73
C -3.3404 0.3740 -0.8668  -1.13
C -2.8094 2.7689 0.9270  -1.13
C -0.5319 0.6315 0.5338  -2.03
Si -1.0944 -0.9162 1.5040  1.74
C -1.6879 -2.2610 0.3144  -1.14
C -2.4924 -0.5071 2.6812  -1.14
C 0.3228 -1.6396 2.5261  -1.14
Si 0.5475 1.7585 1.5786  1.73
C 0.1034 1.8974 3.3847  -1.14
C 0.8411 3.4736 0.8797  -1.13
C 2.2905 0.9736 1.4212  -0.14
C 3.3224 1.2091 2.3209  -0.23
C 4.5885 0.6985 2.0858  -0.11
C 4.8140 -0.0350 0.9295  -0.24
C 3.7592 -0.2437 0.0684  0.07
N 2.5260 0.2291 0.3114  -0.62
H -2.1459 2.9926 -2.2195  0.28
H -1.0177 1.7372 -2.5774  0.25
H -0.5270 3.1097 -1.5615  0.25
H -4.1377 0.9788 -1.3064  0.26
H -3.7929 -0.2424 -0.0898  0.24
H -2.9657 -0.2856 -1.6521  0.25
H -3.6334 3.2646 0.4081  0.26
H -2.1357 3.5464 1.2874  0.24
H -3.2322 2.2611 1.7964  0.25
H -2.7178 -2.5372 0.5504  0.26
H -1.0842 -3.1649 0.4207  0.24
H -1.6786 -1.9694 -0.7351  0.24
H -3.3945 -0.1662 2.1723  0.24
H -2.2084 0.2474 3.4156  0.24
H -2.7553 -1.4159 3.2300  0.25
H 1.3223 -1.3619 2.1882  0.23
H 0.2646 -2.7299 2.4963  0.25
H 0.2414 -1.3490 3.5751  0.25
H -0.8759 2.3710 3.4839  0.26
H 0.8218 2.5405 3.8984  0.25
H 0.0766 0.9392 3.9015  0.25
H -0.0637 4.0750 0.7938  0.25
H 1.3178 3.4414 -0.1038  0.25
H 1.5251 4.0055 1.5459  0.26
H 3.1280 1.7954 3.2092  0.24
H 5.3920 0.8749 2.7886  0.24
H 5.7884 -0.4365 0.6931  0.25
H 3.8981 -0.7993 -0.8508  0.22
S 2.9252 3.9205 -2.9646  0.09
C 2.2735 2.5508 -2.5890  0.22
N 1.7705 1.4992 -2.3006  -0.92



Entry 10:
This record from OMol25 describes one molecule with the formula H2N2O2S. The level of theory is the ωB97M-V functional and the def2-TZVPD basis.

Computed properties:
* ΔE to the lowest compared entry with this formula, charge and spin: 69.1 kcal/mol
* gap between HOMO and LUMO: 10.12 eV
* largest force on an atom: 0.08087 Eh/bohr
* 2S+1: 1
* energy: -659.193842 Eh

Last column: natural (NBO) charge in e.
Positions of all 7 atoms, in Å:
N -1.5209 0.7004 -0.0134  -1.05
N 1.7250 0.2862 0.3381  0.35
O 2.8038 0.2905 -0.2356  -0.28
O 0.7662 -0.4434 -0.2921  -0.59
S -0.8424 -0.6463 0.2601  1.15
H -2.0078 1.0895 0.7976  0.38
H -0.9240 -1.2769 -0.8549  0.04



Entry 11:
This record from OMol25 describes a 2-piece molecular cluster, C3H10N2O overall. The level of theory is the ωB97M-V functional and the def2-TZVPD basis.

Computed properties:
* ΔE to the lowest compared entry with this formula, charge and spin: 54.4 kcal/mol
* gap between HOMO and LUMO (spin up / spin down): 6.64 / 5.54 eV
* charge: -1
* largest force on an atom: 0.06865 Eh/bohr
* 2S+1: 2
* energy: -304.920307 Eh
* <S²>: 0.7546

Last column: Mulliken spin population.
Positions of all 16 atoms, in Å:
C 1.2839 -0.3246 -0.1467  0.06
N 0.5444 -0.0039 -1.3577  0.00
C -0.8494 -0.6106 -1.3710  0.00
O -0.8973 -1.7806 -0.6727  0.02
C 0.7527 0.4510 1.0501  -0.05
N 0.7348 1.8509 0.6410  0.92
H 1.2525 -1.4237 0.1125  0.00
H 2.3120 -0.0792 -0.3080  -0.01
H -2.3978 -0.9403 0.9923  0.00
H -1.1220 -0.7192 -2.4298  0.00
H -1.5578 0.1444 -0.9485  0.00
H -2.7969 -0.3738 1.2553  0.00
H 1.3357 0.1877 1.9595  -0.01
H -0.2683 0.1336 1.2802  0.07
H 0.5214 1.0305 -1.3026  0.01
H 1.1520 2.4578 1.2460  -0.01



Entry 12:
This record from OMol25 describes a 2-piece molecular cluster, C10H16NOP overall. The level of theory is the ωB97M-V functional and the def2-TZVPD basis.

Computed properties:
* ΔE to the lowest compared entry with this formula, charge and spin: 66.4 kcal/mol
* gap between HOMO and LUMO: 9.19 eV
* largest force on an atom: 0.07944 Eh/bohr
* 2S+1: 1
* energy: -861.938934 Eh
* structure (SMILES): NP(O)c1ccccc1.C=C(C)C

Last column: natural (NBO) charge in e.
Positions of all 29 atoms, in Å:
C 4.9451 -0.4963 0.1190  -0.21
C 4.0832 -1.5506 0.2978  -0.22
C 4.4822 0.7404 -0.2804  -0.22
C 2.7046 -1.2953 0.1485  -0.20
C 3.1694 0.9662 -0.4412  -0.21
C 2.2493 -0.0042 -0.2104  -0.38
C -2.5390 -1.0971 0.9811  -0.67
C -2.5622 1.3106 1.4625  -0.46
C -3.1930 0.5270 -0.7991  -0.66
C -2.7932 0.3470 0.6466  0.03
N 0.3762 0.2668 -2.0454  -1.24
O 0.5521 1.8192 -0.1649  -1.00
P 0.4447 0.2704 -0.3772  1.30
H 6.0067 -0.7659 0.1126  0.21
H 4.5482 -2.5221 0.1969  0.21
H 5.1616 1.5544 -0.4283  0.21
H 1.9951 -2.0840 -0.0245  0.20
H 2.7235 1.9937 -0.5438  0.22
H -2.2356 -1.7186 0.1192  0.22
H -1.6058 -1.0863 1.6409  0.24
H -3.5554 -1.5625 1.2945  0.23
H -2.7086 2.4113 1.1415  0.20
H -0.1375 2.2182 0.3293  0.51
H -2.4339 1.0370 2.5261  0.21
H -3.6638 1.4690 -1.1130  0.21
H -2.3129 0.3274 -1.4161  0.24
H -4.0842 -0.1983 -0.9860  0.21
H 0.3623 -0.5945 -2.6333  0.41
H 0.6242 1.1292 -2.5932  0.40